Entry 1:
DFT (ωB97M-V/def2-TZVPD) results for a single C21H18N2O4S molecule.

The geometry in XYZ format:
```
46
Properties=species:S:1:pos:R:3
O -8.50 1.72 1.11
C -7.83 0.74 0.81
O -8.41 -0.44 0.50
C -6.32 0.76 0.75
C -5.59 -0.39 0.41
C -4.20 -0.36 0.36
C -3.49 0.82 0.66
C -2.07 0.87 0.63
C -1.38 2.06 0.93
C 0.14 2.13 0.91
O 0.72 3.13 1.35
N 0.78 1.07 0.35
C 2.12 0.79 0.16
C 3.13 1.62 0.53
C 4.51 1.23 0.28
C 4.71 0.05 -0.32
N 3.72 -0.83 -0.71
C 4.00 -2.12 -1.38
C 4.81 -3.08 -0.47
C 5.31 -4.23 -1.35
S 5.79 -3.46 -2.91
C 4.81 -1.96 -2.69
C 2.38 -0.51 -0.49
O 1.44 -1.25 -0.79
C -2.12 3.19 1.27
C -3.51 3.18 1.32
C -4.22 1.99 1.02
C -5.63 1.94 1.05
H -9.34 -0.24 0.59
H -6.10 -1.31 0.17
H -3.65 -1.26 0.09
H -1.55 -0.04 0.37
H 0.17 0.35 0.01
H 2.96 2.58 1.01
H 5.33 1.88 0.58
H 5.71 -0.33 -0.53
H 3.09 -2.65 -1.65
H 5.65 -2.58 0.00
H 4.19 -3.44 0.35
H 6.15 -4.76 -0.90
H 4.51 -4.95 -1.57
H 4.14 -1.81 -3.55
H 5.49 -1.11 -2.68
H -1.60 4.12 1.52
H -4.05 4.07 1.59
H -6.17 2.84 1.33
```

Results
orbital gap	7.76	eV
LUMO level	-0.520	eV
E_tot	-44076.4734	eV
structure (SMILES)	O=C(O)c1ccc2cc(C(=O)Nc3cccn([C@@H]4CCSC4)c3=O)ccc2c1
relative energy (zero: lowest compared OMol25 entry of this formula, charge and spin)	45.3	kJ/mol
E_HOMO	-8.283	eV

=====

Entry 2:
DFT (ωB97M-V/def2-TZVPD) results for a molecular structure, C38H41CaN8O10S2.

The geometry in XYZ format:
```
100
Properties=species:S:1:pos:R:3
Ca 1.25 -1.04 -2.30
O -2.80 -2.16 -3.13
C -1.51 -2.48 -3.29
O -0.82 -2.18 -4.23
C -0.99 -3.30 -2.13
C -1.76 -4.17 -1.39
C -1.16 -4.85 -0.35
C 0.18 -4.63 -0.07
C 0.88 -3.74 -0.86
N 0.31 -3.12 -1.88
C 2.35 -3.36 -0.71
O 3.12 -4.04 0.12
O 2.84 -2.49 -1.40
H -3.05 -1.61 -3.88
H -2.81 -4.30 -1.62
H -1.73 -5.53 0.27
H 0.64 -5.12 0.78
H 2.62 -4.69 0.63
S 1.63 -1.43 1.52
C 0.58 -0.77 2.63
N 1.00 -0.19 3.77
C 0.07 0.50 4.66
C -0.93 1.24 3.84
N -1.63 0.28 2.99
C -3.06 0.57 2.77
C -3.91 0.18 3.96
C -4.38 1.17 4.82
C -5.19 0.85 5.90
C -5.52 -0.48 6.15
C -5.05 -1.48 5.30
C -4.25 -1.15 4.21
C -0.97 -0.74 2.40
S -1.68 -1.93 1.52
C 2.36 -0.37 4.31
C 2.40 -1.42 5.41
C 2.94 -1.09 6.65
C 3.02 -2.03 7.67
C 2.54 -3.32 7.46
C 1.99 -3.66 6.23
C 1.92 -2.72 5.21
H 0.64 1.21 5.27
H -0.42 -0.20 5.34
H -0.44 2.00 3.23
H -1.66 1.72 4.49
H -3.37 0.05 1.87
H -3.14 1.64 2.60
H -4.14 2.21 4.62
H -5.55 1.63 6.56
H -6.16 -0.73 6.99
H -5.31 -2.51 5.48
H -3.88 -1.93 3.55
H 2.68 0.58 4.72
H 3.01 -0.63 3.49
H 3.30 -0.08 6.83
H 3.45 -1.76 8.63
H 2.60 -4.05 8.26
H 1.61 -4.66 6.07
H 1.50 -2.99 4.25
N 2.88 -1.04 -3.98
C 2.70 0.37 -4.45
C 3.95 0.92 -5.14
C 3.91 2.37 -5.64
C 2.81 2.70 -6.64
N 1.52 2.66 -5.93
C 0.40 2.26 -6.47
N 0.24 2.24 -7.80
N -0.60 1.85 -5.67
C 2.28 1.26 -3.23
O 1.88 2.42 -3.46
O 2.39 0.71 -2.09
H 3.66 -1.07 -3.33
H 3.11 -1.65 -4.76
H 1.87 0.35 -5.15
H 4.18 0.26 -5.98
H 4.78 0.85 -4.43
H 4.87 2.60 -6.12
H 3.81 3.04 -4.79
H 2.80 1.98 -7.46
H 2.99 3.69 -7.06
H 1.60 2.63 -4.89
H 0.86 2.80 -8.37
H -0.65 2.01 -8.20
H -0.39 1.49 -4.74
H -1.46 1.52 -6.09
O -0.32 0.44 -3.25
C -0.51 0.66 -2.01
O -0.32 -0.23 -1.13
C -0.94 2.02 -1.53
C -0.67 2.41 -0.22
C -1.06 3.67 0.22
C -1.73 4.54 -0.64
C -1.97 4.12 -1.93
C -1.59 2.88 -2.39
N -2.69 5.03 -2.87
O -2.92 4.61 -4.00
O -3.00 6.13 -2.47
H -0.14 1.72 0.42
H -0.85 3.98 1.23
H -2.05 5.52 -0.33
H -1.80 2.61 -3.41
```

Results
orbital gap	7.40	eV
LUMO level	-2.717	eV
E_tot	-112576.2902	eV
total charge	+1
relative energy (zero: lowest compared OMol25 entry of this formula, charge and spin)	157.6	kJ/mol
E_HOMO	-10.113	eV

=====

Entry 3:
DFT (ωB97M-V/def2-TZVPD) results for a single C4H8O molecule.

The geometry in XYZ format:
```
13
Properties=species:S:1:pos:R:3
C 1.56 -0.23 0.11
C 0.16 0.19 -0.31
C -0.88 -0.89 -0.06
C -1.26 2.02 0.50
O -0.11 1.42 0.46
H 2.26 0.60 -0.01
H 1.57 -0.53 1.17
H 1.91 -1.07 -0.50
H 0.16 0.49 -1.36
H -1.83 -0.67 -0.55
H -0.51 -1.84 -0.47
H -1.05 -1.03 1.01
H -1.98 1.42 -0.13
```

Results
orbital gap	9.17	eV
LUMO level	0.807	eV
E_tot	-6322.0365	eV
relative energy (zero: lowest compared OMol25 entry of this formula, charge and spin)	302.1	kJ/mol
E_HOMO	-8.365	eV

=====

Entry 4:
DFT (ωB97M-V/def2-TZVPD) results for a molecular structure, C4H10BrMgNP.

The geometry in XYZ format:
```
18
Properties=species:S:1:pos:R:3
C -1.91 -0.66 0.75
C -1.41 -0.97 -0.67
P 0.34 -0.58 -1.00
C 0.71 1.15 -0.43
C 1.56 1.33 0.82
N 1.44 -1.63 -0.53
Br 1.11 -2.37 1.16
H -2.99 -0.61 0.72
H -1.51 0.26 1.16
H -1.65 -1.46 1.44
H -1.98 -0.32 -1.34
H -1.59 -2.01 -0.95
H -0.17 1.79 -0.35
H 1.25 1.49 -1.32
H 2.55 0.91 0.71
H 1.06 0.97 1.71
H 1.70 2.40 0.96
Mg 1.51 0.30 -2.84
```

Results
orbital gap	5.21	eV
LUMO level	-6.575	eV
E_tot	-90566.5947	eV
total charge	+1
E_HOMO	-11.783	eV

=====

Entry 5:
DFT (ωB97M-V/def2-TZVPD) results for a single C4H8O2 molecule.

The geometry in XYZ format:
```
14
Properties=species:S:1:pos:R:3
O 1.21 1.34 0.61
C 1.11 -0.25 0.56
C 0.37 -1.01 -0.58
C -1.01 -0.41 -0.69
C -1.23 0.70 0.28
O -1.02 0.93 -1.13
H 1.01 1.76 -0.25
H 2.16 -0.41 0.55
H 0.66 -0.61 1.51
H 0.92 -0.98 -1.53
H 0.28 -2.09 -0.33
H -1.82 -1.01 -1.14
H -0.32 1.21 0.83
H -2.26 0.85 0.61
```

Results
orbital gap	10.71	eV
LUMO level	1.008	eV
E_tot	-8369.4468	eV
structure (SMILES)	OCC[C@H]1CO1
relative energy (zero: lowest compared OMol25 entry of this formula, charge and spin)	370.0	kJ/mol
E_HOMO	-9.706	eV